Here is an isolated molecule of C5H8OS at a distorted geometry from the Open Molecules 2025 dataset. Energies are from ωB97M-V with the def2-TZVPD basis set.

Structure (XYZ):
```
15
Properties=species:S:1:pos:R:3:forces:R:3:mulliken_charge:R:1
O -0.858 -0.181 1.646 -0.2353 0.3467 0.2844 -0.564
C 0.355 -0.068 0.912 0.4827 0.0399 1.5690 -0.011
C 0.639 -1.370 0.162 -1.3546 1.0595 -0.5912 -0.755
C 0.029 -1.111 -1.226 0.6774 -0.2967 0.6068 -0.432
C -0.265 0.177 -1.392 1.5231 -0.6833 -0.2637 -0.563
C 0.282 0.952 -0.201 -1.6686 1.1010 -0.5077 0.111
S -0.761 2.433 0.087 0.2198 0.5176 0.4474 -0.303
H -1.030 0.644 2.161 0.3985 -0.7948 -0.8006 0.344
H 1.180 0.124 1.653 -0.5579 0.1391 -0.7623 0.276
H 1.704 -1.493 0.160 0.5670 -0.5851 -0.2273 0.299
H 0.102 -2.152 0.654 0.1134 -0.8332 0.4115 0.343
H -0.016 -1.941 -1.933 -0.4293 0.4305 0.0232 0.402
H -0.613 0.618 -2.322 -0.0706 0.1148 0.3558 0.397
H 1.259 1.421 -0.323 0.1033 -0.1870 -0.5210 0.310
H -2.006 1.947 -0.038 0.2312 -0.3690 -0.0242 0.146
```
Forces are in eV/Å.

Summary:
Energy above the lowest of the compared OMol25 structures with the same formula, charge and spin: 0.8226 eV
E_tot: -668.70831 Eh
Strongest force on any atom: 2.06 eV/A
HOMO level: -9.09 eV
SMILES: O[C@H]1CC=C[C@H]1S
Frontier orbital gap: 9.8993 eV